The following is a quantum chemistry calculation of C31H47BrN2NiP2 as an isolated structure in a non-equilibrium geometry, from the OMol25 dataset.

Each line ends with the Mulliken spin population.
Positions of all 84 atoms, in Å:
N: -4.895 -0.694 2.871  0.005
C: -3.893 0.022 3.415  -0.001
C: -2.887 0.650 2.676  -0.006
C: -2.863 0.535 1.264  0.020
C: -3.941 -0.188 0.698  0.007
C: -4.903 -0.770 1.528  -0.001
C: -1.826 1.203 0.468  0.018
Ni: 0.000 0.000 0.000  1.619
P: 1.868 0.676 -1.351  0.037
C: -1.723 1.088 -0.944  0.061
C: -1.289 2.181 -1.827  0.045
C: -1.594 2.132 -3.208  0.017
C: -1.171 3.130 -4.095  -0.004
C: -0.431 4.212 -3.601  0.016
C: -0.153 4.322 -2.227  -0.004
C: -0.586 3.319 -1.359  -0.006
Br: 0.215 5.551 -4.801  0.004
H: -1.428 2.111 0.938  -0.036
H: -2.373 0.358 -1.439  -0.021
H: -2.116 1.232 3.191  0.000
H: -4.041 -0.276 -0.388  0.000
H: -3.897 0.104 4.511  0.000
H: -5.737 -1.330 1.081  0.000
H: -2.167 1.284 -3.597  0.000
H: -0.359 3.409 -0.292  -0.006
H: -1.404 3.063 -5.161  0.000
H: 0.404 5.184 -1.848  0.000
P: -0.500 -2.335 -0.516  0.086
C: 2.666 2.234 -0.661  -0.010
C: 3.468 3.163 -1.579  0.003
H: 3.279 1.898 0.197  0.001
H: 1.822 2.792 -0.220  -0.005
H: 3.807 4.052 -1.016  0.000
H: 4.362 2.673 -1.998  0.000
H: 2.848 3.524 -2.418  0.000
C: 1.571 1.079 -3.155  0.035
C: 2.712 0.973 -4.174  0.006
H: 1.144 2.095 -3.164  -0.001
H: 0.745 0.412 -3.458  -0.001
H: 2.328 1.211 -5.183  0.001
H: 3.532 1.676 -3.959  -0.001
H: 3.135 -0.046 -4.215  0.000
C: 3.274 -0.567 -1.413  0.008
C: 4.722 -0.095 -1.596  0.001
H: 2.988 -1.282 -2.208  -0.002
H: 3.191 -1.132 -0.472  0.003
H: 5.409 -0.960 -1.565  0.000
H: 4.879 0.422 -2.556  0.000
H: 5.024 0.592 -0.787  0.000
C: 0.486 -3.759 0.210  0.010
C: 2.002 -3.649 0.047  0.000
H: 0.109 -4.700 -0.236  0.002
H: 0.233 -3.796 1.285  0.001
H: 2.515 -4.497 0.534  0.000
H: 2.303 -3.640 -1.015  0.000
H: 2.371 -2.716 0.505  -0.002
C: -0.302 -2.739 -2.336  0.021
C: -1.157 -1.849 -3.242  -0.009
H: -0.526 -3.811 -2.501  0.001
H: 0.768 -2.587 -2.569  0.001
H: -0.955 -2.054 -4.309  0.000
H: -2.236 -2.010 -3.069  0.001
H: -0.940 -0.786 -3.044  0.008
C: -2.210 -3.042 -0.214  0.016
C: -2.546 -3.194 1.274  -0.002
H: -2.297 -4.012 -0.742  0.002
H: -2.924 -2.347 -0.689  0.002
H: -3.608 -3.456 1.414  0.001
H: -1.941 -3.987 1.746  0.000
H: -2.362 -2.251 1.816  0.001
C: 2.510 -0.454 5.697  0.001
C: 1.908 -0.354 4.327  -0.001
C: 2.721 -0.225 3.206  0.002
C: 2.140 -0.136 1.935  0.021
N: 0.782 -0.124 1.749  0.023
C: 0.014 -0.307 2.846  0.022
C: 0.532 -0.418 4.137  0.010
H: 3.184 -1.335 5.747  0.000
H: 3.095 0.465 5.913  0.000
H: 1.728 -0.563 6.478  0.000
H: 3.798 -0.190 3.309  0.001
H: 2.810 -0.011 1.136  -0.007
H: -0.986 -0.501 2.713  -0.014
H: -0.138 -0.580 4.973  0.000

## Properties
E_HOMO (spin up / spin down) (eV): -13.867 / -13.796
Frontier orbital gap (spin up / spin down) (eV): 7.24 / 5.74
Energy above the lowest of the compared OMol25 structures with the same formula, charge and spin (kcal per mole): 0.0
E (eV): -165539.521
Spin multiplicity: 3
LUMO (spin up / spin down) (eV): -6.63 / -8.05
Charge: +2